Record 1
Formula: C3H6FN2O
Source: the OMol25 dataset
Level of theory: ωB97M-V with the def2-TZVPD basis set

The geometry in XYZ format:
```
13
C3H6FN2O ωB97M-V with the def2-TZVPD basis set
H -1.0944 1.6257 0.3805
H 1.7006 0.9234 -1.8986
C -0.1976 1.0674 0.3033
O 0.7003 1.0566 -2.0201
H 0.6019 1.6587 0.6594
N 0.0590 0.4470 -1.0126
H -0.2131 -2.1913 0.6072
F -0.0375 -1.7242 -1.7748
H 0.4540 -0.2742 2.0611
C -0.3114 -0.1724 1.3030
N -0.2782 -1.2455 0.4003
H -1.2658 -0.3296 1.8354
C -0.1178 -0.8416 -0.8441
```

Properties
HOMO = -15.04 eV
Kohn-Sham gap = 11.11 eV
net charge = +1
SMILES = ON1CC[NH+]=C1F


Record 2
Formula: C6H13FeNO11P2S4
Source: the OMol25 dataset
Level of theory: ωB97M-V with the def2-TZVPD basis set

The geometry in XYZ format:
```
38
C6H13FeNO11P2S4 ωB97M-V with the def2-TZVPD basis set
O -0.9812 3.4575 0.1666
O 0.3529 1.3416 0.5811
H 3.2034 -0.8941 2.2384
Fe -0.7212 -0.5753 0.9042
H 2.1695 0.5446 1.9691
S -3.9732 -1.8971 2.2014
C -0.6242 1.6869 -1.9334
H -2.5706 1.1198 -1.2041
C 1.9701 -2.3805 0.5150
O 1.4259 -4.1837 1.9929
H 1.7586 0.1543 -0.8109
P 0.1302 2.4459 -0.4122
H -0.6261 3.1271 -3.5147
S -3.2030 -1.9766 0.4215
C 0.9256 -3.1965 1.2548
H 2.9714 -2.6851 0.8138
O 1.7577 -1.0025 0.7409
H 0.2654 1.7150 -3.8012
O -0.5560 -1.0041 -1.2303
O -0.2503 -2.9524 1.1767
C -2.1399 1.6687 -2.0431
P 0.0918 -0.0321 -2.1749
C 1.2246 -0.9810 3.1483
H -2.4431 1.1499 -2.9579
O 1.6980 -1.4742 4.1717
O -0.0067 -0.7839 2.8622
H 0.7070 -4.5634 2.5164
C 2.1948 -0.5408 2.0334
H -2.5517 2.6816 -2.0332
O 0.0354 -0.2035 -3.6570
H -1.5915 2.9876 0.7744
O 1.2661 3.2459 -0.9620
H 1.8198 -2.5314 -0.5519
N 0.0057 2.4467 -3.1097
S -2.7225 0.9679 1.3959
S -3.4882 0.0355 2.9759
H 0.8337 2.9246 -2.6694
O 1.6420 0.1571 -1.7887
```

Properties
HOMO (alpha / beta) = -4.35 / -4.92 eV
Kohn-Sham gap (alpha / beta) = 6.99 / 6.31 eV
net charge = -1
multiplicity = 6


Record 3
Formula: C41H91N6O6
Source: the OMol25 dataset
Level of theory: ωB97M-V with the def2-TZVPD basis set

The geometry in XYZ format:
```
144
C41H91N6O6 ωB97M-V with the def2-TZVPD basis set
H -0.3124 2.0946 2.9149
C 1.4130 -2.9355 -2.0009
H -0.7944 -2.1610 2.4089
N -1.0391 4.0472 2.5099
H -2.5212 4.4591 6.3690
C -1.0182 -1.7288 6.6190
H 5.8138 -3.0369 -1.1368
C -3.3648 -6.6187 -3.3092
C 3.6096 3.0037 -5.7310
H 1.1842 -1.8619 6.2747
H 3.6588 1.5491 -3.9067
O -1.9364 0.5870 0.0629
C -2.1060 4.0623 0.2751
C -3.0116 -5.1235 -3.1937
H -2.0321 -3.9645 5.1782
H 0.2084 2.7729 1.3323
C 2.6012 2.8279 -2.0909
C 0.6942 -2.0908 8.4420
C 3.4865 -2.1905 -3.1393
C -0.2418 -1.2521 4.1669
C 0.1077 3.3628 -3.7588
H 0.6774 -1.8369 4.1382
H -1.4831 -0.7681 6.8202
H -1.7894 3.2144 -0.3305
H -2.5132 2.7529 6.7610
H 1.4458 -3.5347 -2.9119
H -1.0031 3.6640 6.7844
H -3.7673 -6.7882 -4.3038
H 3.6713 5.1051 -5.6921
C 2.2939 -1.4030 0.5297
H -0.8746 -3.3062 -0.2762
C 3.6775 -3.6136 -1.1975
H 5.4733 -4.4002 -2.1621
N 2.6849 3.3270 -3.5108
H 3.9583 -1.1162 -0.8569
H -1.5322 -2.5594 7.0995
H -0.4140 4.9136 4.2520
C -1.9245 -3.0909 -0.1097
C 2.8698 -1.2281 -0.8838
H 1.6165 2.3626 -2.0559
H 2.2523 0.6662 1.1870
H -0.9584 2.3132 4.8297
C -1.9498 3.5383 6.2577
H 3.8163 -0.1437 1.4111
H 5.4093 -2.8694 -3.9042
H -2.3568 -4.7164 -3.9689
H -1.7334 4.4890 -3.0816
H 1.1995 -1.3914 0.5116
H -0.0979 4.9863 -0.3771
H -2.2247 -2.0714 0.1291
H -2.9747 -1.8080 2.5717
H 1.0960 -3.6382 -1.2338
C -0.9765 5.1057 0.2506
H 5.5432 -1.5724 -2.8414
H 0.8838 3.3514 2.8963
C 0.4299 -1.6031 7.0227
H 0.6791 -0.5321 7.0350
C -2.4509 -1.0845 3.1858
H -3.5648 -0.7361 -1.0330
C -0.0046 2.9851 2.3777
C -2.1319 -2.3443 -2.4572
O -0.6965 -0.4568 -4.7564
H 2.4384 -0.5087 2.4759
H -1.0566 6.2032 2.1072
C -1.3073 4.3446 3.9989
H 3.5867 5.2676 -3.3131
H 3.1601 -4.5677 -1.2412
C 4.9925 -2.5067 -2.9651
H -2.5806 2.5984 1.9099
N -1.2031 -1.9959 5.1137
H -0.5513 -0.4691 2.1324
H -3.8969 -4.5654 -3.5223
O -1.7616 1.0025 -2.0417
C -2.2737 3.6257 1.7111
H 0.7005 -3.1904 8.4445
H 2.1246 1.7004 -4.7305
H -2.6417 2.7208 4.4595
H -1.3942 -1.7634 -1.9033
C -4.1422 -1.4000 -1.6816
H 3.3374 -1.1219 -3.2872
H -2.1675 5.0133 3.9940
H 0.1779 2.6152 -4.5565
H 2.4707 -2.3668 1.0122
H -1.5369 -2.8477 -3.2170
H -5.1831 -1.0948 -1.7554
H -0.1187 -1.8331 9.1188
H -2.7628 -0.5076 5.2598
O 1.4115 -0.7726 -5.4399
H -1.9390 3.3392 -4.1559
H -4.3650 -2.8941 -0.0986
C -2.5534 -1.4075 4.6890
H -3.0474 4.5035 -0.0354
H -3.1557 -0.6247 -3.4493
C -1.1857 4.1127 -3.9485
C -4.1378 -2.8726 -1.1605
C -1.6852 3.1242 4.8023
C 0.5505 -0.4340 -4.6018
H -3.3219 -2.1426 4.9202
O 1.0415 0.1387 -3.4156
H 0.0143 -0.2902 4.6164
C -0.5845 5.2893 1.7531
H -1.4412 6.0437 -0.0512
H 1.6070 4.5965 -4.8002
C -2.5358 -4.7988 -1.7781
H 1.4660 4.9385 -3.1344
H -0.0177 2.7636 -2.8526
H -3.0983 4.1347 2.2202
C -3.3235 -1.5750 -2.9488
H -2.6863 -0.0282 3.0718
C -1.1210 -3.4902 4.8188
H -1.2352 4.7001 -4.8645
H -3.9559 -2.1580 -3.6241
H 5.2481 4.4065 -5.3755
H -2.2519 -3.7385 0.7052
N -1.2249 0.7017 -0.9624
H 2.5230 -0.3951 -1.4945
N 2.7999 -2.4575 -1.7701
H 0.8177 -2.0500 -2.2231
O 0.0277 0.5397 -0.9074
C 3.0548 2.2279 -4.5049
H 0.4880 5.3976 1.9067
H -4.1662 -6.8214 -2.5962
H 4.3994 2.4004 -6.1734
H 4.6599 3.8950 -3.0322
H 3.6959 -3.3661 -0.1364
N -2.6868 -3.3210 -1.4100
H 1.6831 -1.9518 8.8742
H -0.2088 -3.7682 5.3360
C -0.9458 -1.1750 2.8625
H 2.8153 3.1796 -6.4493
C 3.8607 4.2740 -3.6663
H -1.1621 -3.6501 3.7450
H -3.1477 -5.3081 -1.0365
H -2.5299 -7.2583 -3.0289
H 3.0862 -2.7159 -4.0021
C 2.7344 -0.2769 1.4520
H 2.6859 3.6346 -1.3658
C 1.4183 4.1068 -3.8452
H -4.7841 -3.4473 -1.8173
H -1.4749 -5.0350 -1.7184
C 4.1885 4.3110 -5.1550
H 0.2380 0.5393 -3.0322
H 3.3291 2.0652 -1.8192
C 5.0627 -3.4549 -1.8076
```

Properties
HOMO = -12.89 eV
Kohn-Sham gap = 6.65 eV
net charge = +3


Record 4
Formula: C31H25BrN5O2RuS
Source: the OMol25 dataset
Level of theory: ωB97M-V with the def2-TZVPD basis set

The geometry in XYZ format:
```
66
C31H25BrN5O2RuS ωB97M-V with the def2-TZVPD basis set
C -10.0580 -11.3636 4.7077
H -8.5954 -18.6400 -3.7516
C -14.1877 -11.4786 0.1368
H -16.2566 -11.1309 0.4450
N -12.9813 -13.4812 0.4624
N -9.8850 -10.8450 0.1955
C -8.7305 -8.8601 1.0162
C -6.7388 -10.3550 -1.7542
H -10.5472 -14.0889 -3.4193
H -12.1003 -9.6030 -1.5446
O -7.7969 -14.7439 -0.5459
H -8.4403 -17.4918 -1.6515
H -6.3577 -12.5141 6.4784
S -9.2030 -14.7857 -0.8904
H -7.8976 -13.1275 -3.3427
N -12.9899 -11.0334 -0.3878
C -8.8109 -13.7804 4.9484
C -15.4097 -13.6485 0.5960
C -9.3909 -15.6884 -2.4563
H -13.8596 -7.7996 -0.8019
C -15.2714 -10.6623 0.2000
C -8.7443 -11.4000 5.1155
C -8.8301 -11.0460 -0.7841
C -10.7753 -12.6483 4.5169
H -16.0431 -8.6145 0.1920
H -16.3421 -13.1943 0.2393
C -15.1727 -9.3137 -0.0482
H -10.4912 -15.2659 -5.5928
C -6.5430 -12.6736 5.4718
C -9.8864 -15.7243 -4.7746
C -7.9625 -12.3399 -2.5912
H -13.8846 -16.5373 1.5449
H -5.9734 -11.9789 4.8246
N -9.7715 -13.1696 -0.9652
Ru -11.4102 -12.1900 -0.0291
C -8.0442 -12.6131 5.2091
C -14.0555 -15.5366 1.2140
C -8.8927 -17.6364 -3.7430
H -8.6883 -8.1086 1.8223
C -7.6662 -9.0622 0.1577
H -6.3281 -13.6954 5.1258
C -15.3484 -14.9754 1.0399
H -10.6036 -9.6598 1.8053
C -9.2652 -16.9401 -4.8831
H -11.9252 -15.2548 0.7628
C -14.1621 -12.8698 0.4490
H -8.3032 -10.4377 5.3626
H -16.2147 -15.6045 1.1798
H -9.2133 -17.4262 -5.8632
H -6.8214 -8.4190 0.0457
Br -12.5933 -12.6484 3.9898
C -7.6877 -10.1466 -0.7461
H -10.6455 -10.4425 4.6140
C -8.8857 -16.9765 -2.4883
N -10.1705 -13.7600 4.6701
C -12.9060 -14.8086 0.8032
H -6.2761 -11.6313 -3.4795
C -12.9282 -9.7451 -0.8898
H -8.3561 -14.7451 5.0612
C -6.9302 -11.4345 -2.6571
C -8.9280 -12.2515 -1.5869
C -9.9773 -14.9900 -3.5512
H -6.0313 -9.5823 -2.0629
O -10.0814 -15.4615 0.0061
C -13.9259 -8.8373 -0.6006
C -9.8863 -9.7272 0.9684
```

Properties
HOMO (alpha / beta) = -12.79 / -13.26 eV
Kohn-Sham gap (alpha / beta) = 6.03 / 4.37 eV
net charge = +2
multiplicity = 6


Calculated energy (Ha), listed in the same order as above: -402.1908 -4658.4419 -2395.6895 -4686.9387